Below is a structure of composition C49H35LuN5O3P2SeTe at a distorted geometry, with properties calculated with wB97M-V/def2-TZVPD.

Element x y z (Å)
1 Lu -1.1328 0.6127 0.0733
2 Se -3.3692 8.5694 -0.2745
3 N -1.8401 7.7266 -0.0860
4 C -2.0651 6.4259 -0.0242
5 C -1.0539 5.4261 0.1559
6 C 0.2827 5.7722 0.3608
7 C 1.1955 4.7658 0.5860
8 C 0.7474 3.4509 0.5798
9 N -0.5084 3.0804 0.3560
10 C -1.4255 4.0595 0.1511
11 C -2.8148 3.6835 -0.0075
12 N -3.1199 2.3652 -0.0505
13 C -4.4032 2.0340 -0.0771
14 C -5.4548 2.9468 -0.0272
15 C -5.1642 4.2914 -0.0420
16 C -3.8221 4.6754 -0.0632
17 C -3.4387 6.0549 -0.1182
18 N -4.2758 7.0656 -0.2574
19 H 0.5559 6.8150 0.3536
20 H 2.2367 4.9721 0.7742
21 H 1.4606 2.6545 0.7719
22 H -4.6418 0.9815 -0.1384
23 H -6.4681 2.5834 0.0180
24 H -5.9254 5.0559 -0.0294
25 Te 2.3361 -2.2031 -2.1172
26 C 4.2209 -2.8032 -1.2841
27 C 4.5892 -2.5247 0.0228
28 C 5.8305 -2.9486 0.4681
29 N 6.6891 -3.6068 -0.2890
30 C 6.3351 -3.8807 -1.5315
31 C 5.1192 -3.5037 -2.0778
32 C 1.6723 -1.3238 -0.2849
33 P 1.5832 0.4572 -0.2399
34 C 1.1740 1.2608 -1.8694
35 C 0.1581 0.7054 -2.6599
36 C -0.3131 1.3886 -3.7709
37 C 0.2197 2.6268 -4.1015
38 C 1.2425 3.1706 -3.3399
39 C 1.7143 2.4971 -2.2271
40 C 3.3563 0.8647 -0.1049
41 C 3.9212 1.0947 1.1466
42 C 5.2961 1.1665 1.2854
43 C 6.1123 1.0289 0.1747
44 C 5.5518 0.8330 -1.0773
45 C 4.1802 0.7413 -1.2206
46 P 0.0165 -1.8550 0.2035
47 C 0.1037 -1.5134 2.0264
48 C -1.0059 -1.8522 2.8052
49 C -1.0154 -1.5773 4.1613
50 C 0.0968 -1.0038 4.7601
51 C 1.2163 -0.7047 4.0030
52 C 1.2155 -0.9404 2.6391
53 C 0.1902 -3.6692 0.1498
54 C -0.6708 -4.4386 -0.6222
55 C -0.4520 -5.7996 -0.7481
56 C 0.6214 -6.3923 -0.1056
57 C 1.4722 -5.6246 0.6753
58 C 1.2630 -4.2649 0.8060
59 H 3.9204 -1.9865 0.6775
60 H 6.1495 -2.7473 1.4832
61 H 7.0585 -4.4274 -2.1233
62 H 4.8748 -3.7495 -3.0992
63 H -0.1892 -0.3156 -2.4682
64 H -1.0787 0.9438 -4.3894
65 H -0.1547 3.1572 -4.9624
66 H 1.6753 4.1200 -3.6158
67 H 2.5170 2.9254 -1.6423
68 H 3.2834 1.2075 2.0153
69 H 5.7270 1.3150 2.2642
70 H 7.1844 1.0733 0.2869
71 H 6.1866 0.7360 -1.9444
72 H 3.7511 0.5720 -2.2003
73 H -1.8445 -2.3601 2.3428
74 H -1.8842 -1.8134 4.7584
75 H 0.0983 -0.8132 5.8225
76 H 2.0931 -0.2922 4.4811
77 H 2.1029 -0.7334 2.0515
78 H -1.5020 -3.9640 -1.1267
79 H -1.1131 -6.3962 -1.3567
80 H 0.7986 -7.4521 -0.2145
81 H 2.3069 -6.0897 1.1766
82 H 1.9276 -3.6607 1.4070
83 O -4.4140 -1.9150 -2.1722
84 C -4.8813 -2.1423 -0.9402
85 C -6.0251 -2.9334 -0.8029
86 C -6.5516 -3.2066 0.4390
87 C -5.9438 -2.7096 1.5911
88 C -4.8297 -1.9132 1.4800
89 C -4.2846 -1.6095 0.2205
90 C -3.1245 -0.7252 0.1368
91 O -2.5862 -0.4212 -0.9937
92 O -2.6154 -0.2182 1.1804
93 H -3.6148 -1.3527 -2.1279
94 H -6.4680 -3.3221 -1.7059
95 H -7.4440 -3.8099 0.5177
96 H -6.3448 -2.9523 2.5630
97 H -4.3528 -1.4939 2.3539

Forces on the atoms, in the same order (eV/Å):
Lu 2.002 2.743 -0.381
Se 0.094 -0.333 0.021
N 0.989 -0.461 0.111
C -0.647 1.238 -0.137
C 0.395 -0.946 0.014
C 0.038 -0.377 0.035
C -0.308 0.192 -0.028
C 0.308 -0.082 0.163
N -0.342 0.020 -0.031
C 0.967 0.683 0.117
C -1.116 -0.003 -0.090
N 0.389 0.316 0.030
C -0.119 -0.092 -0.012
C 0.173 0.114 -0.038
C 0.226 -0.304 -0.008
C 0.096 -0.926 0.031
C -0.006 1.340 -0.066
N -0.675 -0.827 0.025
H 0.067 0.125 0.011
H 0.095 0.007 0.009
H -0.170 0.155 0.011
H 0.010 -0.008 0.046
H -0.102 -0.031 -0.073
H -0.098 0.035 -0.028
Te 0.589 0.088 0.943
C -0.281 -0.072 -0.208
C -0.209 0.067 -0.055
C -0.233 0.149 0.044
N 0.622 -0.227 0.268
C -0.111 -0.022 -0.333
C -0.156 0.107 0.013
C -0.946 0.574 -1.329
P 1.506 -0.946 -1.029
C -0.153 -0.296 0.425
C 0.222 -0.132 0.289
C -0.101 0.201 -0.144
C -0.207 -0.180 -0.058
C 0.006 -0.045 0.089
C -0.146 -0.016 -0.028
C -0.240 0.370 0.296
C -0.119 0.039 -0.090
C 0.077 -0.016 0.099
C 0.015 0.005 0.049
C 0.088 -0.028 0.004
C -0.099 0.129 -0.074
P 1.466 -0.769 0.894
C -0.149 -0.138 -0.042
C 0.207 0.004 0.091
C -0.080 -0.112 -0.027
C 0.015 0.007 0.056
C -0.008 0.084 0.147
C 0.019 -0.125 -0.049
C -0.541 0.097 -0.138
C 0.034 0.185 0.142
C -0.036 -0.141 -0.071
C -0.060 0.021 -0.053
C 0.099 0.010 0.051
C -0.124 0.088 0.011
H -0.094 0.083 0.072
H -0.025 0.054 0.095
H 0.015 -0.036 -0.084
H 0.059 -0.096 -0.176
H 0.008 0.182 0.034
H -0.068 -0.013 -0.061
H -0.014 0.050 -0.127
H 0.047 0.105 -0.042
H 0.037 -0.007 0.024
H -0.004 -0.018 0.066
H 0.068 0.057 0.069
H 0.112 0.014 -0.002
H 0.073 -0.035 -0.090
H 0.026 -0.015 0.044
H -0.068 0.084 0.035
H -0.047 -0.098 0.045
H -0.021 0.046 0.100
H 0.078 0.048 0.021
H -0.089 -0.070 0.038
H -0.070 -0.018 -0.082
H -0.086 -0.073 -0.069
H 0.001 -0.072 0.003
H 0.096 -0.032 0.066
H 0.101 0.052 0.027
O 0.081 0.032 -0.240
C 0.080 0.100 0.349
C 0.085 0.019 -0.261
C 0.166 0.080 -0.156
C 0.095 0.082 0.238
C 0.000 0.014 -0.086
C 0.144 0.071 -0.155
C -1.279 -1.002 -0.237
O -1.163 -0.451 -0.854
O -1.189 -0.422 1.335
H -0.243 -0.159 0.091
H -0.104 -0.056 -0.081
H -0.028 -0.075 -0.006
H -0.039 0.035 0.065
H 0.024 -0.001 0.074

As for the frontier orbital gap: 0.206 Eh. Its LUMO energy is -3.64 eV. The total charge is +1. The energy comes out at -189808.946 eV.